# 1
Density functional theory data (wB97M-V/def2-TZVPD) for a structure of composition C10H30IrOP2SSi at a distorted geometry.

Last column: Löwdin spin population.
Geometry (Å):
Ir (-0.824, -0.004, 0.441)  2.055
Si (-3.103, 0.600, 0.708)  0.288
P (-0.540, -2.276, 0.677)  0.250
P (0.288, 2.147, 0.937)  0.266
H (2.457, 0.724, -1.310)  0.003
C (1.032, -3.058, 1.181)  0.042
H (0.922, -4.156, 1.084)  0.010
H (1.231, -2.831, 2.246)  0.001
H (1.911, -2.744, 0.595)  0.001
C (-1.015, -2.998, -0.913)  0.069
H (-1.062, -4.092, -0.804)  0.014
H (-0.302, -2.727, -1.705)  0.001
H (-2.011, -2.613, -1.175)  0.009
C (-1.739, -2.879, 1.853)  0.043
H (-1.771, -3.966, 1.756)  0.003
H (-2.723, -2.460, 1.643)  0.008
H (-1.448, -2.606, 2.869)  0.012
C (2.066, 2.317, 1.428)  0.045
H (2.407, 3.372, 1.390)  0.010
H (2.737, 1.723, 0.786)  0.001
H (2.201, 1.979, 2.470)  0.001
C (0.154, 3.246, -0.511)  0.064
H (0.563, 4.246, -0.285)  0.013
H (-0.908, 3.349, -0.776)  0.006
H (0.693, 2.830, -1.376)  0.001
C (-0.520, 3.101, 2.247)  0.042
H (-0.138, 4.126, 2.277)  0.004
H (-0.345, 2.635, 3.218)  0.012
H (-1.594, 3.132, 2.082)  0.008
C (-2.756, 0.687, -1.181)  0.198
H (-2.413, -0.238, -1.627)  0.021
H (-2.119, 1.498, -1.509)  0.013
H (-3.757, 0.870, -1.568)  0.034
H (-4.163, -0.470, 0.895)  0.014
H (-3.691, 1.978, 1.065)  0.020
C (1.857, -0.101, -1.648)  0.031
O (0.474, -0.131, -1.242)  0.362
C (2.693, -1.329, -1.372)  0.006
H (3.442, -1.435, -2.154)  0.001
H (2.232, -2.315, -1.263)  0.000
H (3.281, -1.168, -0.461)  0.001
C (1.954, 0.347, -3.093)  0.011
H (2.952, 0.769, -3.151)  0.002
H (1.258, 1.141, -3.268)  0.001
H (1.833, -0.444, -3.808)  0.000
S (-1.697, 0.225, 2.352)  1.000

As for the multiplicity: 6. The expectation value of S² is 8.770. The calculation puts the orbital gap (alpha / beta) at 3.7 / 6.8 eV. The LUMO energy (alpha / beta) comes out at 0.619 / -1.411 eV. The HOMO energy (alpha / beta) comes out at -3.095 / -8.189 eV.

***

# 2
Density functional theory data (wB97M-V/def2-TZVPD) for a cluster of 40 separate species, H80O40 in total at a distorted geometry.

Last column: Löwdin charge in e.
Geometry (Å):
H (-2.410, -1.429, -0.053)  -0.095
H (-3.336, -0.688, 1.070)  0.115
O (-3.056, -1.501, 0.495)  0.005
H (-1.572, -4.472, -3.319)  -0.185
H (-1.088, -5.906, -3.459)  0.061
O (-1.098, -5.045, -3.074)  0.103
H (-2.729, 5.837, 1.180)  -0.006
H (-1.215, 6.278, 0.917)  0.033
O (-2.022, 5.911, 0.661)  0.043
H (4.492, -1.874, -4.005)  -0.157
H (3.066, -1.974, -4.406)  -0.045
O (3.935, -1.992, -4.554)  0.078
H (-0.136, 2.769, 2.919)  0.059
H (-0.993, 2.527, 4.176)  0.051
O (-0.206, 2.209, 3.750)  -0.070
H (-2.044, -3.146, 1.423)  0.027
O (-2.337, -3.104, 2.400)  -0.118
H (4.644, 2.166, -1.105)  -0.008
O (5.053, 2.845, -0.607)  -0.038
H (0.916, 4.678, -1.468)  0.001
H (-0.221, 3.722, -0.771)  0.055
O (0.670, 3.822, -1.221)  -0.060
H (-0.896, 0.172, 3.912)  0.085
H (-1.127, -1.197, 3.122)  -0.003
O (-0.844, -0.883, 3.981)  -0.128
H (1.837, 0.970, -0.088)  0.027
H (1.262, 1.567, 0.998)  -0.051
O (2.065, 1.616, 0.539)  -0.016
H (-3.413, 0.045, -3.658)  -0.009
H (-4.089, -1.333, -4.440)  0.123
O (-3.922, -0.747, -3.599)  -0.074
H (-4.624, 3.559, -0.093)  0.034
O (-4.186, 3.965, 0.613)  -0.015
H (5.413, 2.212, 2.595)  -0.015
H (4.089, 2.248, 3.130)  0.042
O (5.033, 1.960, 3.390)  -0.054
H (1.833, 2.835, 3.639)  0.115
H (2.037, 2.274, 2.308)  -0.109
O (2.285, 2.965, 2.742)  -0.003
H (1.003, -0.440, -4.675)  0.025
H (1.386, -0.792, -3.247)  0.016
O (1.771, -0.668, -4.113)  -0.039
H (1.253, -3.438, 2.902)  0.079
H (0.087, -3.630, 1.831)  0.008
O (1.024, -3.719, 1.994)  -0.062
H (4.430, -0.367, -2.856)  -0.043
H (5.685, -1.084, -2.047)  0.098
O (4.712, -0.885, -2.134)  -0.058
H (-4.341, -3.507, -0.270)  0.043
H (-4.221, -4.160, -1.486)  -0.129
O (-4.838, -3.900, -1.013)  0.053
H (-5.178, -1.295, 1.736)  0.060
O (-5.599, -0.417, 1.957)  -0.062
H (-1.477, 4.143, -3.616)  0.051
H (-2.212, 3.435, -4.629)  0.034
O (-1.362, 3.374, -4.240)  -0.040
H (3.037, -3.255, 5.101)  -0.010
O (3.574, -3.311, 4.337)  -0.109
H (2.002, 2.281, -3.600)  0.081
H (2.661, 3.321, -4.461)  -0.011
O (2.867, 2.603, -3.975)  -0.001
H (-0.577, -0.266, 1.155)  0.072
H (0.192, -0.067, 2.592)  0.106
O (0.108, 0.325, 1.595)  -0.123
H (-2.713, -2.393, -3.298)  -0.044
H (-2.765, -2.079, -1.954)  0.030
O (-2.319, -2.639, -2.562)  0.034
H (-0.171, -1.721, -1.142)  0.080
H (-0.822, -1.461, -2.456)  -0.010
O (-0.157, -1.051, -1.928)  -0.084
H (0.632, -3.649, -1.476)  0.096
H (1.656, -3.884, -0.230)  0.013
O (0.997, -3.292, -0.591)  -0.102
H (-0.863, 0.365, -3.777)  0.060
H (-1.285, 1.616, -3.023)  -0.004
O (-1.604, 0.759, -3.208)  -0.082
H (-3.953, -0.661, 3.180)  0.038
H (-3.356, 0.615, 3.709)  0.002
O (-3.131, -0.231, 3.502)  -0.041
H (-0.958, 0.780, -1.454)  -0.006
H (0.077, 1.541, -0.371)  0.071
O (-0.897, 1.498, -0.791)  -0.111
H (-2.028, -0.519, 5.655)  -0.026
H (-2.982, -1.603, 5.665)  0.052
O (-2.939, -0.658, 5.897)  -0.074
H (-1.458, 2.413, 1.425)  0.069
H (-2.659, 3.431, 1.519)  -0.089
O (-2.184, 2.852, 2.002)  -0.035
H (-0.630, 0.434, -6.498)  0.095
O (-0.465, 0.477, -5.544)  -0.025
H (1.505, 5.979, 1.614)  -0.012
H (1.395, 4.499, 1.668)  0.110
O (0.800, 5.399, 1.534)  -0.086
H (-6.246, -0.502, 2.669)  0.060
H (-2.430, -4.084, 2.666)  0.094
H (3.487, -2.271, 4.081)  0.079
H (4.187, 3.251, -0.446)  0.031
H (-3.670, 4.631, 0.078)  0.047
H (-0.398, 1.369, -5.275)  0.015
O (-2.390, 5.613, -1.997)  -0.088
H (-1.506, 5.818, -2.191)  -0.018
H (-2.398, 5.742, -0.959)  0.037
O (1.597, -6.369, 1.649)  -0.173
H (1.606, -5.297, 1.566)  0.045
H (0.952, -6.200, 2.443)  0.072
O (-1.319, -5.201, 0.692)  -0.116
H (-1.108, -4.301, 0.139)  0.094
H (-0.458, -5.672, 0.727)  0.024
O (3.344, -0.937, 2.704)  -0.087
H (3.461, -1.563, 2.019)  0.011
H (4.041, -0.137, 2.712)  0.118
O (4.461, 0.316, -4.506)  -0.132
H (4.435, -0.006, -5.442)  0.085
H (3.838, 1.100, -4.279)  0.046
O (0.379, -0.383, 6.357)  -0.051
H (0.536, -0.184, 5.416)  0.011
H (0.179, 0.524, 6.605)  0.036
O (3.598, -3.749, -1.330)  -0.114
H (4.339, -3.719, -0.615)  0.092
H (3.703, -2.754, -1.426)  0.027

The calculation puts the orbital gap at 8.8 eV. For the energy relative to the best compared isomer or geometry (same formula, charge and spin), the calculation gives 1657.31 kJ/mol. The LUMO energy comes out at -0.658 eV. The HOMO energy comes out at -9.498 eV.

***

# 3
Density functional theory data (wB97M-V/def2-TZVPD) for the molecule C5H13NO at a distorted geometry.

Last column: Löwdin charge in e.
Geometry (Å):
C (-0.027, -2.614, -0.044)  -0.128
N (0.319, -1.238, 0.349)  -0.094
C (0.387, -0.299, -0.768)  -0.427
C (0.066, 1.094, -0.148)  -0.160
C (-1.330, 1.251, 0.487)  -0.255
O (-1.255, 2.124, 1.611)  -0.086
C (1.755, -0.254, -1.449)  -0.065
H (0.708, -3.357, 0.272)  0.070
H (-1.011, -2.824, 0.369)  0.066
H (-0.049, -2.851, -1.129)  0.081
H (1.174, -1.262, 0.881)  0.105
H (-0.442, -0.469, -1.469)  0.143
H (0.723, 1.239, 0.729)  0.115
H (0.450, 1.879, -0.810)  0.108
H (-2.149, 1.594, -0.157)  0.115
H (-1.564, 0.283, 0.939)  0.108
H (-1.473, 3.021, 1.349)  0.077
H (2.052, -1.298, -1.590)  0.075
H (2.511, 0.140, -0.768)  0.075
H (1.821, 0.429, -2.294)  0.077

The calculation puts the orbital gap at 9.8 eV. For the energy relative to the best compared isomer or geometry (same formula, charge and spin), the calculation gives 152.11 kJ/mol. The LUMO energy comes out at 1.055 eV. The SMILES is CN[C@H](C)CCO. The HOMO energy comes out at -8.740 eV.